a | A single H2N2O2S molecule. Source: the OMol25 dataset; level of theory: ωB97M-V/def2-TZVPD.

Values from the calculation:
Frontier orbital gap, hartree: 0.366
LUMO level, hartree: -0.024
SMILES string: NN=S(=O)=O
HOMO energy, eV: -10.6009

XYZ file:
```
7
H2N2O2S (ωB97M-V/def2-TZVPD)
N -0.30 -0.29 0.12
N -0.62 -1.27 -1.05
S 0.44 -1.21 -2.16
O 0.29 -2.09 -3.27
O 1.65 -0.46 -1.96
H 0.71 -0.18 0.16
H -0.77 0.58 -0.09
```

Löwdin charges, unit e, in atom order: -0.017 -0.229 0.719 -0.274 -0.301 0.042 0.060



b | 2 unconnected molecules or ions with the total composition H2N2O2S. Source: the OMol25 dataset; level of theory: ωB97M-V/def2-TZVPD.

Values from the calculation:
Frontier orbital gap (alpha / beta), hartree: 0.317 / 0.326
LUMO level (alpha / beta), hartree: -0.059 / -0.053
HOMO energy (alpha / beta), eV: -10.2207 / -10.3120

XYZ file:
```
7
H2N2O2S (ωB97M-V/def2-TZVPD)
N -0.44 0.33 0.60
N -0.59 0.37 -0.86
O -2.28 -1.41 0.08
O -2.91 1.06 0.08
S -1.95 -0.02 0.05
H -0.13 -1.34 0.99
H -0.11 -0.32 -1.32
```

Löwdin charges, unit e, in atom order: -0.153 -0.142 -0.333 -0.274 0.586 0.268 0.048



What should be chosen as the least stable of them? Choose b.



a | 2 unconnected molecules or ions with the total composition C8H13N2O2. Source: the OMol25 dataset; level of theory: ωB97M-V/def2-TZVPD.

Values from the calculation:
Frontier orbital gap, hartree: 0.278
Total charge: +1
LUMO level, hartree: -0.140
HOMO energy, eV: -11.3840

XYZ file:
```
25
C8H13N2O2 (ωB97M-V/def2-TZVPD)
C 2.00 0.42 0.05
C 1.55 1.69 0.03
C -0.25 0.39 0.14
C 3.21 -0.43 0.03
C 2.62 -1.83 -0.27
C 1.15 -1.77 0.18
C -3.55 0.52 1.03
C -3.06 0.75 -0.33
N 0.85 -0.36 0.12
N -3.24 -0.11 -1.28
O 0.19 1.66 0.08
O 2.20 2.85 -0.02
H 3.92 -0.11 -0.73
H 3.72 -0.41 0.99
H 2.67 -2.03 -1.34
H 3.16 -2.62 0.24
H 0.48 -2.34 -0.46
H 1.03 -2.11 1.21
H -3.92 -0.49 1.18
H -2.77 0.75 1.76
H -4.35 1.24 1.23
H -2.59 1.69 -0.56
H -2.93 0.07 -2.22
H -3.67 -1.01 -1.08
H 1.58 3.59 0.00
```

Löwdin population analysis, charges in e, atoms 1 to 8: -0.139 -0.305 -0.045 -0.082 -0.127 -0.112 -0.033 -0.131



b | A gas-phase ion, C8H13N2O2 (charge +1). Source: the OMol25 dataset; level of theory: ωB97M-V/def2-TZVPD.

Values from the calculation:
Frontier orbital gap, hartree: 0.398
Total charge: +1
LUMO level, hartree: -0.130
HOMO energy, eV: -14.3791

XYZ file:
```
25
C8H13N2O2 (ωB97M-V/def2-TZVPD)
C 1.41 -1.33 0.01
C 2.40 0.83 -0.02
C -0.63 0.00 1.93
C -1.86 0.82 1.00
C 0.22 0.30 0.67
C -0.99 0.62 -0.22
C -0.83 1.82 -1.08
C -1.43 -0.57 -1.00
N 2.57 -0.62 -0.17
N 1.19 -2.61 -0.17
O 3.26 1.59 -0.28
O 1.30 1.16 0.66
H -0.10 0.41 2.82
H -0.86 -1.07 2.00
H -2.69 0.26 1.02
H -1.92 1.80 1.48
H -1.75 2.22 -1.61
H -0.14 1.66 -1.93
H -0.44 2.67 -0.45
H -2.46 -0.55 -1.14
H -1.13 -1.57 -0.53
H -0.99 -0.60 -2.05
H 3.44 -0.93 -0.58
H 0.41 -3.11 0.13
H 2.03 -3.18 -0.49
```

Löwdin population analysis, charges in e, atoms 1 to 8: -0.061 -0.476 0.033 0.015 -0.156 -0.552 -0.025 -0.031



What should be chosen as the least stable of them? Choose b.



a | 6 unconnected molecules or ions with the total composition CH14O5S2. Source: the OMol25 dataset; level of theory: ωB97M-V/def2-TZVPD.

Values from the calculation:
Frontier orbital gap, hartree: 0.329
LUMO level, hartree: 0.000
SMILES string: CSS.O.O.O.O.O
HOMO energy, eV: -8.9640

XYZ file:
```
22
CH14O5S2 (ωB97M-V/def2-TZVPD)
C -2.40 0.62 0.43
S -1.61 1.50 -0.96
S 0.20 0.52 -1.19
H -3.48 0.56 0.35
H -2.07 1.11 1.35
H -2.04 -0.39 0.49
H 0.17 -0.34 -2.22
O -1.59 -2.70 0.46
H -1.29 -2.90 1.34
H -1.65 -3.50 -0.05
O -0.39 1.51 2.91
H 0.20 1.95 2.30
H -0.29 0.58 3.11
O 0.78 -2.04 1.09
H 1.00 -1.81 0.19
H 1.07 -1.41 1.74
O 2.39 -1.73 -1.43
H 3.27 -1.41 -1.21
H 2.48 -1.55 -2.38
O 3.03 1.31 0.31
H 2.81 0.55 -0.22
H 2.67 2.11 -0.07
```

Löwdin population analysis, charges in e, atoms 1 to 8: -0.456 0.397 0.324 0.034 -0.003 -0.008 -0.177 -0.065



b | 6 unconnected molecules or ions with the total composition CH14O5S2. Source: the OMol25 dataset; level of theory: ωB97M-V/def2-TZVPD.

Values from the calculation:
Frontier orbital gap, hartree: 0.336
LUMO level, hartree: 0.015
SMILES string: CSS.O.O.O.O.O
HOMO energy, eV: -8.7448

XYZ file:
```
22
CH14O5S2 (ωB97M-V/def2-TZVPD)
C -3.86 3.67 -1.87
S -2.82 2.29 -1.32
S -0.95 2.73 -1.92
H -4.84 3.20 -1.93
H -3.66 4.16 -2.79
H -3.90 4.51 -1.14
H -0.11 3.23 -0.96
O 3.23 -3.40 -1.14
H 2.54 -3.68 -1.76
H 3.84 -4.16 -1.07
O -0.51 0.52 1.46
H 0.27 -0.04 1.51
H -0.93 0.36 2.30
O 0.14 -1.89 2.97
H -0.53 -1.93 3.67
H 0.87 -1.71 3.58
O 1.49 -0.90 -1.17
H 2.04 -0.92 -0.36
H 0.99 -0.09 -1.32
O 2.23 -1.65 1.20
H 3.03 -2.05 0.84
H 1.47 -2.25 1.21
```

Löwdin population analysis, charges in e, atoms 1 to 8: -0.500 0.358 0.258 0.017 0.019 0.045 -0.180 -0.060



What should be chosen as the least stable of them? Choose a.



a | A gas-phase ion, C4H9N4 (charge +1). Source: the OMol25 dataset; level of theory: ωB97M-V/def2-TZVPD.

Values from the calculation:
Frontier orbital gap (alpha / beta), hartree: 0.283 / 0.283
Total charge: +1
LUMO level (alpha / beta), hartree: -0.186 / -0.186
HOMO energy (alpha / beta), eV: -12.7726 / -12.7727

XYZ file:
```
17
C4H9N4 (ωB97M-V/def2-TZVPD)
C -2.07 1.32 1.11
C -3.82 -0.13 2.19
C 1.29 -1.37 0.03
C 0.45 -0.43 -0.74
N -3.06 0.53 1.59
N -1.12 0.99 0.22
N -0.76 -0.18 0.04
N 1.08 0.79 -1.22
H -2.19 2.35 1.57
H -4.86 -0.37 2.26
H 1.59 -0.97 1.06
H 2.27 -1.48 -0.58
H 0.63 -2.20 0.28
H 0.02 -1.07 -1.56
H 1.46 0.80 -2.08
H -0.78 1.91 -0.18
H 1.85 0.89 -0.60
```

Löwdin population analysis, charges in e, atoms 1 to 8: -0.122 0.249 -0.064 -0.468 0.069 0.006 0.136 0.098



b | 2 unconnected molecules or ions with the total composition C4H9N4. Source: the OMol25 dataset; level of theory: ωB97M-V/def2-TZVPD.

Values from the calculation:
Frontier orbital gap, hartree: 0.332
Total charge: +1
LUMO level, hartree: -0.161
HOMO energy, eV: -13.4134

XYZ file:
```
17
C4H9N4 (ωB97M-V/def2-TZVPD)
C 1.14 1.59 -0.22
C 0.21 0.83 0.59
C 1.34 -0.87 0.28
C -0.89 0.85 1.29
N 2.15 1.03 -0.73
N 2.30 -0.31 -0.41
N 1.25 -2.05 0.78
N -2.46 0.09 -1.03
H 0.77 2.59 -0.49
H -1.39 -0.04 1.46
H -1.49 1.77 1.38
H 2.94 -0.76 -1.11
H 0.51 -2.52 1.26
H 1.98 -2.83 0.64
H -2.78 -0.68 -1.46
H -2.27 0.81 -1.75
H -3.31 0.49 -0.49
```

Löwdin population analysis, charges in e, atoms 1 to 8: -0.128 -0.034 -0.132 0.068 0.074 0.037 0.192 0.022



c | A molecular structure, C4H9N4. Source: the OMol25 dataset; level of theory: ωB97M-V/def2-TZVPD.

Values from the calculation:
Frontier orbital gap, hartree: 0.330
Total charge: +1
LUMO level, hartree: -0.142
HOMO energy, eV: -12.8400

XYZ file:
```
17
C4H9N4 (ωB97M-V/def2-TZVPD)
C 0.69 1.13 0.91
C 1.50 0.21 0.24
C -0.34 -1.40 0.10
C -2.62 0.28 -0.26
N -0.61 1.13 0.63
N -1.34 0.18 0.37
N 0.93 -0.83 -0.34
N 2.74 0.54 -0.18
H 1.25 1.91 1.38
H -0.45 -1.99 1.06
H -0.93 -1.78 -0.71
H -3.12 1.31 -0.24
H -2.37 0.06 -1.41
H -3.20 -0.50 0.26
H 1.49 -1.50 -0.91
H 3.28 1.25 0.13
H 3.10 0.01 -1.03
```

Löwdin population analysis, charges in e, atoms 1 to 8: -0.050 -0.339 0.077 -0.046 0.074 -0.111 0.061 0.198



What should be chosen as the least stable of them? Choose a.



a | 4 unconnected molecules or ions with the total composition C8H16Br8. Source: the OMol25 dataset; level of theory: ωB97M-V/def2-TZVPD.

Values from the calculation:
Frontier orbital gap, hartree: 0.388
LUMO level, hartree: 0.011
SMILES string: BrCCBr.BrCCBr.BrCCBr.BrCCBr
HOMO energy, eV: -10.2569

XYZ file:
```
32
C8H16Br8 (ωB97M-V/def2-TZVPD)
Br -1.21 -1.06 -18.68
C -0.68 0.06 -20.20
C 0.72 -0.38 -20.55
Br 1.20 0.76 -22.11
H -0.75 1.11 -19.94
H -1.42 -0.13 -20.98
H 0.87 -1.42 -20.83
H 1.56 -0.21 -19.87
Br 6.84 0.77 -11.10
C 8.70 0.93 -11.86
C 9.45 2.16 -11.48
Br 11.36 2.05 -11.92
H 8.70 0.91 -12.95
H 9.36 0.15 -11.49
H 9.49 2.38 -10.41
H 9.15 3.09 -11.96
Br 3.87 -4.65 -14.95
C 3.58 -6.61 -15.24
C 3.83 -7.26 -13.80
Br 3.36 -9.16 -13.86
H 4.25 -7.08 -15.95
H 2.59 -6.91 -15.57
H 3.42 -6.72 -12.94
H 4.89 -7.25 -13.57
Br 6.62 -0.61 -14.49
C 5.42 -0.24 -16.01
C 4.60 -1.44 -16.32
Br 3.51 -1.12 -17.98
H 5.95 0.10 -16.90
H 4.72 0.54 -15.73
H 3.93 -1.88 -15.58
H 5.21 -2.26 -16.70
```

Löwdin population analysis, charges in e, atoms 1 to 8: 0.601 -0.706 -0.684 0.577 0.056 0.053 0.059 -0.018



b | 4 unconnected molecules or ions with the total composition C8H16Br8. Source: the OMol25 dataset; level of theory: ωB97M-V/def2-TZVPD.

Values from the calculation:
Frontier orbital gap, hartree: 0.380
LUMO level, hartree: 0.010
SMILES string: BrCCBr.BrCCBr.BrCCBr.BrCCBr
HOMO energy, eV: -10.0716

XYZ file:
```
32
C8H16Br8 (ωB97M-V/def2-TZVPD)
Br -3.72 -2.38 -4.29
C -1.98 -2.69 -3.37
C -2.13 -3.92 -2.50
Br -0.47 -4.24 -1.50
H -1.78 -1.79 -2.81
H -1.26 -2.84 -4.17
H -2.36 -4.82 -3.05
H -2.84 -3.73 -1.71
Br -1.92 -3.69 1.82
C -1.35 -1.91 1.24
C -1.83 -0.84 2.20
Br -0.79 0.77 1.87
H -1.76 -1.71 0.26
H -0.27 -1.97 1.18
H -1.62 -1.13 3.23
H -2.87 -0.53 2.14
Br 1.43 3.92 -0.17
C 2.24 4.25 1.59
C 1.29 5.06 2.40
Br 2.24 5.69 4.06
H 3.20 4.71 1.41
H 2.39 3.33 2.17
H 0.40 4.51 2.70
H 1.08 6.04 1.98
Br 0.70 -0.46 -2.77
C 1.12 0.15 -0.95
C 2.58 -0.06 -0.77
Br 2.97 -0.01 1.21
H 0.49 -0.49 -0.34
H 0.77 1.17 -0.84
H 3.19 0.69 -1.25
H 2.84 -1.09 -0.96
```

Löwdin population analysis, charges in e, atoms 1 to 8: 0.584 -0.698 -0.673 0.595 -0.017 0.049 0.054 0.042



What should be chosen as the least stable of them? Choose a.